Entry w
Below is C3H8S in the gas phase, with properties calculated with wB97M-V/def2-TZVPD.

Frontier orbital gap in eV: 10.09
LUMO level in eV: 1.06
SMILES: CCCS
Highest occupied orbital energy in eV: -9.03
Net charge: 0

Last column: natural (NBO) charge in e.
Atoms and positions in Å:
C: 1.097 0.889 -0.743  -0.6073
C: -0.296 0.487 -0.283  -0.4123
C: -0.303 -0.940 0.255  -0.4902
S: -1.892 -1.375 1.074  -0.0588
H: 1.192 1.909 -1.118  0.2164
H: 1.457 0.184 -1.494  0.2025
H: 1.766 0.792 0.113  0.2012
H: -0.654 1.143 0.517  0.2003
H: -1.054 0.539 -1.045  0.2056
H: 0.448 -1.133 1.009  0.2116
H: -0.169 -1.670 -0.542  0.2150
H: -1.593 -0.826 2.257  0.1160


Entry x
Below is C3H8S in the gas phase, with properties calculated with wB97M-V/def2-TZVPD.

Frontier orbital gap in eV: 9.59
LUMO level in eV: 1.09
SMILES: CCSC
Highest occupied orbital energy in eV: -8.50
Net charge: 0

Last column: natural (NBO) charge in e.
Atoms and positions in Å:
C: -1.678 0.738 0.682  -0.6222
C: -0.496 -0.157 1.008  -0.5372
S: 0.355 -0.791 -0.438  0.2081
C: 1.435 0.580 -0.825  -0.7692
H: -2.197 1.135 1.566  0.2079
H: -2.452 0.241 0.103  0.2128
H: -1.424 1.602 0.060  0.2056
H: -0.886 -1.054 1.479  0.2219
H: 0.183 0.298 1.731  0.2125
H: 2.437 0.246 -1.118  0.2276
H: 1.089 1.219 -1.644  0.2126
H: 1.558 1.259 0.026  0.2195


Entry y
Below is C3H8S in the gas phase, with properties calculated with wB97M-V/def2-TZVPD.

Frontier orbital gap in eV: 9.66
LUMO level in eV: 1.13
SMILES: CCSC
Highest occupied orbital energy in eV: -8.52
Net charge: 0

Last column: natural (NBO) charge in e.
Atoms and positions in Å:
C: 0.811 -1.726 0.879  -0.6110
C: 0.344 -0.296 0.901  -0.5902
S: -0.643 0.090 -0.479  0.2279
C: -0.125 1.747 -0.863  -0.7427
H: -0.026 -2.466 1.156  0.2043
H: 1.153 -1.927 -0.147  0.2145
H: 1.798 -1.974 1.419  0.2170
H: 0.078 0.058 1.972  0.2144
H: 1.307 0.078 0.626  0.2175
H: -0.831 2.239 -1.442  0.2274
H: 0.701 1.859 -1.439  0.2048
H: -0.060 2.332 0.010  0.2159


Relative energy table, unit eV: entry w 0.000; entry x 0.126; entry y 1.060


Entry w
Below is 2 unconnected molecules or ions with the total composition C4H12N3O, with properties calculated with wB97M-V/def2-TZVPD.

Frontier orbital gap in eV: 10.12
LUMO level in eV: -3.45
Highest occupied orbital energy in eV: -13.58
Net charge: +1

Last column: natural (NBO) charge in e.
Atoms and positions in Å:
C: -1.826 0.104 -0.009  0.3766
C: -2.477 1.348 0.381  -0.6720
C: -2.723 -0.740 -0.774  -0.6988
C: 3.269 -0.280 0.384  0.5383
N: -0.536 0.028 0.057  -0.2409
N: 0.281 -1.035 -0.308  -0.6524
N: 4.505 0.137 0.689  -0.7691
O: 2.393 0.435 -0.107  -0.6810
H: -3.539 1.144 0.518  0.2574
H: -1.976 1.711 1.272  0.2388
H: -2.309 2.097 -0.456  0.2675
H: -3.246 -0.150 -1.540  0.2740
H: -3.484 -1.285 -0.095  0.2827
H: -2.143 -1.519 -1.371  0.2315
H: 2.921 -1.231 0.625  0.1409
H: -0.079 -1.817 -0.833  0.4007
H: -0.105 0.861 0.499  0.4442
H: 4.653 1.101 0.484  0.4100
H: 5.239 -0.336 1.151  0.4224
H: 1.180 -0.574 -0.565  0.4293


Entry x
Below is 2 unconnected molecules or ions with the total composition C4H12N3O, with properties calculated with wB97M-V/def2-TZVPD.

Frontier orbital gap in eV: 11.26
LUMO level in eV: -2.91
Highest occupied orbital energy in eV: -14.18
Net charge: +1

Last column: natural (NBO) charge in e.
Atoms and positions in Å:
N: 1.157 1.927 -2.423  -0.7987
C: 0.035 1.251 -2.002  0.8086
N: -0.870 1.983 -1.238  -0.8087
O: -0.218 0.089 -2.387  -0.7147
H: 1.600 2.528 -1.761  0.3958
H: 1.858 1.326 -2.877  0.4126
H: -0.478 2.675 -0.590  0.4045
H: -1.636 1.419 -0.889  0.4010
C: 0.176 -0.385 2.960  -0.6506
C: -0.365 -0.954 1.690  -0.1392
C: 0.328 -1.299 0.650  -0.0819
N: -0.436 -1.745 -0.569  -0.7315
H: 1.223 -0.508 3.037  0.2301
H: -0.106 0.692 3.089  0.2438
H: -0.251 -0.897 3.824  0.2461
H: -1.483 -1.005 1.680  0.2141
H: 1.380 -1.492 0.428  0.2359
H: -1.451 -1.823 -0.341  0.4245
H: -0.294 -1.083 -1.452  0.4826
H: -0.169 -2.697 -0.827  0.4256


Relative energy table, unit eV: entry w 1.443; entry x 0.000